# 1
{
  "formula": "C7H24N8O5",
  "method": "wB97M-V/def2-TZVPD",
  "symbols": ["N", "C", "N", "O", "H", "H", "H", "H", "N", "C", "N", "O", "H", "H", "H", "H", "N", "C", "N", "O", "H", "H", "H", "H", "N", "C", "N", "O", "H", "H", "H", "H", "C", "C", "C", "O", "H", "H", "H", "H", "H", "H", "H", "H"],
  "xyz": [[-0.2864, -0.7186, 5.4447], [-1.5084, -0.7881, 4.8358], [-2.0853, -2.0268, 4.8239], [-1.9679, 0.1439, 4.1685], [0.0837, -1.5520, 5.8500], [0.2360, 0.1337, 5.3804], [-2.8332, -2.1932, 4.1782], [-1.6931, -2.7122, 5.4366], [0.5402, -6.2715, -1.4091], [0.5696, -4.9281, -1.2030], [1.6059, -4.2551, -1.7663], [-0.2646, -4.3332, -0.5137], [1.1406, -6.5930, -2.1432], [-0.2189, -6.7554, -0.9707], [2.2718, -4.6424, -2.4097], [1.6302, -3.2528, -1.7168], [-0.9604, 0.2370, 1.5458], [-0.7411, -0.7815, 0.6965], [-1.0926, -2.0242, 1.1078], [-0.3904, -0.5943, -0.4943], [-1.5860, 0.0545, 2.3354], [-0.8618, 1.1815, 1.2321], [-0.9218, -2.8252, 0.5163], [-1.2638, -2.1425, 2.0906], [0.6248, -0.7595, -3.0411], [0.2806, 0.0277, -4.1262], [-0.6604, 0.9647, -3.8096], [0.8497, -0.1011, -5.2093], [0.1572, -0.6810, -2.1329], [1.3422, -1.4266, -3.2462], [-0.7394, 1.7193, -4.4657], [-1.0646, 0.8894, -2.8966], [0.6320, 5.2552, 0.4746], [1.2547, 4.8181, -0.8403], [0.5408, 3.6554, -1.5151], [1.2668, 5.9008, -1.7829], [-0.4640, 5.2595, 0.4039], [0.9126, 6.2737, 0.7413], [0.7810, 4.5400, 1.2860], [2.2923, 4.5554, -0.6011], [0.9148, 3.4545, -2.5139], [-0.5283, 3.8842, -1.5305], [0.6002, 2.7471, -0.9102], [1.6045, 6.6629, -1.3001]],
  "forces_ev_per_a": [[-0.98, -0.14, 0.17], [0.38, 0.59, -1.78], [0.49, 0.55, 0.52], [0.00, -0.46, 0.92], [0.50, 0.08, 0.18], [0.03, -0.01, 0.08], [-0.20, -0.13, 0.27], [-0.38, -0.58, -0.18], [0.44, 0.95, 0.02], [-0.70, 1.03, 0.73], [0.63, 0.26, -0.43], [0.34, -0.68, -0.24], [-0.33, -0.84, 0.06], [0.02, -0.39, -0.36], [-0.12, -0.34, 0.05], [-0.40, 0.03, 0.27], [-0.33, -0.44, 1.15], [-0.61, -0.03, -2.90], [0.03, 0.43, 0.83], [0.12, 0.07, 1.48], [0.54, 0.53, -0.18], [0.03, 0.01, -0.28], [0.23, -0.01, -0.13], [0.05, -0.33, -0.02], [-0.55, 0.48, -0.70], [1.31, -0.88, 0.69], [0.37, -0.52, -0.77], [-0.67, 0.48, 0.38], [0.54, -0.33, -0.33], [-0.07, -0.14, 0.15], [-0.48, 0.14, 0.32], [-0.25, 0.67, 0.02], [-1.39, -0.36, -0.06], [0.40, -0.01, -0.07], [-0.37, 0.10, 0.84], [-0.08, -0.10, 0.35], [0.04, 0.25, -0.33], [0.32, -0.14, 0.25], [0.62, 0.17, 0.03], [0.09, -0.18, -0.28], [0.04, 0.04, -0.02], [0.02, 0.12, -0.41], [0.33, -0.03, -0.07], [0.00, 0.09, -0.23]],
  "nbo_charge": [-0.835, 0.779, -0.848, -0.692, 0.387, 0.420, 0.420, 0.389, -0.837, 0.785, -0.837, -0.707, 0.392, 0.418, 0.386, 0.414, -0.841, 0.789, -0.841, -0.759, 0.419, 0.403, 0.452, 0.372, -0.882, 0.774, -0.860, -0.687, 0.437, 0.381, 0.408, 0.403, -0.634, 0.094, -0.624, -0.718, 0.205, 0.205, 0.213, 0.149, 0.232, 0.202, 0.213, 0.459],
  "energy_ev": -29810.54800,
  "de_lowest_kcal_mol": 15.3,
  "homo_ev": -8.84,
  "smiles": "NC(N)=O.NC(N)=O.NC(N)=O.NC(N)=O.CC(C)O"
}

=====

# 2
{
  "formula": "C7H24O7",
  "method": "wB97M-V/def2-TZVPD",
  "symbols": ["C", "C", "C", "C", "C", "C", "C", "O", "H", "H", "H", "H", "H", "H", "H", "H", "H", "H", "H", "H", "O", "H", "H", "O", "H", "H", "O", "H", "H", "O", "H", "H", "O", "H", "H", "O", "H", "H"],
  "xyz": [[-1.7506, -1.4044, 2.2169], [-1.0398, -1.7224, 0.8885], [-1.1747, -1.0382, -0.2258], [-0.6457, -1.3987, -1.6155], [0.8098, -0.9643, -1.8368], [1.1058, 0.4517, -1.2860], [2.6509, 0.4781, -1.0602], [3.1871, -0.4140, -0.4638], [-2.5098, -0.6475, 2.0662], [-2.0698, -2.3166, 2.6916], [-0.9606, -0.9118, 2.8063], [-0.6216, -2.7232, 0.9531], [-1.6822, -0.0946, -0.2771], [-0.6347, -2.4520, -1.8859], [-1.3380, -0.8464, -2.2456], [1.3596, -1.7826, -1.3466], [1.0144, -0.8550, -2.9251], [0.7624, 0.9143, -0.3679], [0.6528, 1.1246, -2.0055], [2.8825, 1.4612, -1.4966], [-1.3618, 2.3873, -0.1638], [-0.5637, 2.0934, 0.3085], [-1.3292, 3.3281, 0.0937], [-1.1837, 2.2191, -2.8260], [-1.5311, 1.3905, -3.1970], [-1.5223, 2.3240, -1.9167], [1.8266, -0.5878, 2.6596], [1.7104, -1.5329, 2.4693], [2.2098, -0.0882, 1.9503], [1.6394, -2.5636, 1.0173], [2.2366, -2.0062, 0.4743], [1.7627, -3.5096, 0.9602], [0.5265, 1.9092, 1.5576], [1.2110, 2.5624, 1.6707], [0.3787, 1.3675, 2.3530], [-3.8649, 1.3055, 0.1287], [-2.9627, 1.6274, -0.0485], [-3.7010, 0.3672, 0.2486]],
  "forces_ev_per_a": [[1.95, 1.17, -1.18], [-1.95, -1.02, 1.33], [0.80, -0.73, -1.21], [-0.03, 0.49, 0.41], [-1.29, 0.46, 0.73], [1.65, -1.29, -0.57], [-4.15, 1.00, -0.93], [1.21, 0.49, 0.01], [-0.49, -0.13, 0.15], [-0.36, -0.06, 0.24], [-0.33, -0.34, 0.45], [0.31, 0.36, -0.63], [-0.24, 0.35, 0.51], [-0.69, -0.19, 0.24], [0.08, -0.22, -0.68], [0.38, 0.73, -0.49], [0.11, -0.64, 0.67], [-0.47, -1.23, 0.69], [0.84, 0.57, -0.48], [2.35, -0.07, 0.45], [0.19, 1.38, 0.26], [-0.10, -0.54, 0.20], [-0.56, -0.38, -0.30], [-0.13, -0.26, -0.53], [-0.01, 0.55, 0.39], [0.21, -0.38, -0.36], [-0.62, 0.54, 1.87], [0.29, 0.54, -0.77], [0.28, -0.43, -0.77], [0.01, 0.33, 0.14], [-0.04, -0.92, 0.11], [0.64, -0.03, -0.52], [-0.32, -0.38, 0.05], [0.33, 0.09, 0.62], [0.51, 0.26, -0.24], [0.29, -0.13, -0.12], [-0.33, 0.28, 0.20], [-0.34, -0.24, 0.06]],
  "nbo_charge": [-0.650, -0.142, -0.221, -0.423, -0.388, -0.567, 0.475, -0.569, 0.208, 0.216, 0.218, 0.198, 0.177, 0.208, 0.190, 0.209, 0.209, 0.243, 0.252, 0.130, -0.985, 0.510, 0.486, -0.977, 0.466, 0.496, -0.998, 0.511, 0.472, -0.989, 0.516, 0.489, -0.976, 0.493, 0.527, -0.958, 0.484, 0.458],
  "energy_ev": -21978.75046,
  "de_lowest_kcal_mol": 43.5,
  "homo_ev": -9.15,
  "smiles": "C/C=C/CCCC=O.O.O.O.O.O.O"
}

=====

# 3
{
  "formula": "C7H25O8P",
  "method": "wB97M-V/def2-TZVPD",
  "symbols": ["C", "O", "P", "O", "O", "C", "O", "C", "H", "H", "H", "H", "H", "H", "H", "H", "H", "C", "O", "H", "H", "H", "H", "C", "O", "H", "H", "H", "H", "C", "O", "H", "H", "H", "H", "C", "O", "H", "H", "H", "H"],
  "xyz": [[-3.0076, 0.9419, -3.4328], [-2.1474, -0.0515, -2.8412], [-2.8052, -1.1958, -1.9571], [-3.7602, -0.7448, -0.9395], [-3.3923, -2.1803, -3.0824], [-3.8572, -3.4692, -2.7142], [-1.5607, -2.0314, -1.4391], [-0.6045, -1.4437, -0.5621], [-2.5716, 1.9288, -3.3086], [-3.9853, 0.9375, -2.9455], [-3.1334, 0.6741, -4.4819], [-3.2070, -4.2562, -3.0994], [-4.8390, -3.6104, -3.1688], [-3.9525, -3.6089, -1.6368], [0.3840, -1.7152, -0.9373], [-0.6517, -1.8354, 0.4556], [-0.6863, -0.3575, -0.5376], [3.0733, -3.1129, 0.5082], [2.3905, -1.9920, 1.0869], [2.6412, -4.0366, 0.8910], [2.8970, -3.1172, -0.5731], [4.1447, -3.0460, 0.6641], [1.5560, -2.3151, 1.4328], [1.4235, 1.0679, 2.2402], [1.8106, 0.7885, 0.8904], [1.0072, 2.0728, 2.3013], [0.6665, 0.3577, 2.5743], [2.3354, 1.0895, 2.8370], [2.0918, -0.1332, 0.8137], [2.6997, 3.4312, 4.7093], [2.7783, 2.0741, 5.1382], [2.7245, 4.0673, 5.6005], [3.5313, 3.6769, 4.0459], [1.7588, 3.6249, 4.2013], [3.6757, 1.8956, 5.4250], [0.0272, 2.7506, -1.6719], [-0.1568, 2.5778, -0.2871], [-0.4545, 3.6574, -2.0338], [1.0829, 2.7667, -1.9578], [-0.4320, 1.9233, -2.2354], [0.5051, 1.9485, 0.0277]],
  "forces_ev_per_a": [[-0.42, -0.34, 0.05], [-0.06, -0.11, 0.27], [-0.32, -0.24, -0.46], [0.24, -0.16, -0.23], [0.56, 0.56, 0.53], [-0.58, -0.62, -0.03], [-0.19, 0.04, -0.05], [0.77, 0.19, 0.02], [0.22, -0.10, -0.05], [0.08, 0.01, 0.01], [0.06, 0.22, 0.00], [0.22, 0.25, -0.04], [0.02, 0.06, 0.09], [0.02, 0.21, 0.02], [-0.07, 0.14, -0.13], [-0.55, -0.06, -0.06], [-0.03, 0.00, 0.06], [-0.74, 0.10, -0.68], [0.29, -0.15, 0.10], [0.39, -0.11, 0.17], [0.09, 0.02, 0.03], [-0.02, 0.04, 0.35], [-0.04, 0.06, 0.07], [0.70, 0.01, -0.36], [-0.51, 0.50, -0.33], [-0.14, -0.04, -0.32], [0.15, -0.03, 0.32], [-0.33, -0.34, 0.47], [0.05, -0.03, 0.16], [0.38, 0.03, 0.68], [-0.38, -0.11, -0.34], [0.08, 0.25, -0.22], [-0.09, 0.14, -0.06], [-0.03, -0.34, -0.07], [0.06, 0.05, 0.04], [-0.03, -0.71, -0.57], [-0.13, 0.33, 0.08], [0.04, 0.20, 0.35], [0.03, 0.19, 0.08], [0.07, 0.02, 0.07], [0.14, -0.15, -0.03]],
  "nbo_charge": [-0.254, -0.820, 2.569, -1.093, -0.810, -0.250, -0.817, -0.251, 0.196, 0.203, 0.188, 0.183, 0.189, 0.191, 0.188, 0.173, 0.209, -0.247, -0.750, 0.176, 0.170, 0.189, 0.477, -0.259, -0.782, 0.185, 0.164, 0.188, 0.502, -0.251, -0.729, 0.165, 0.167, 0.186, 0.465, -0.246, -0.748, 0.172, 0.162, 0.153, 0.494],
  "energy_ev": -33333.77769,
  "de_lowest_kcal_mol": 0.0,
  "homo_ev": -9.66,
  "smiles": "COP(=O)(OC)OC.CO.CO.CO.CO"
}